[1]
{
  "formula": "C3H3NO",
  "method": "ωB97M-V with the def2-TZVPD basis set",
  "symbols": ["O", "C", "C", "C", "N", "H", "H", "H"],
  "positions_angstrom": [[-1.7543, 0.7718, 0.1137], [-1.1961, -0.2577, 0.1199], [-0.5415, -1.3922, 0.1171], [1.3254, 1.5452, -0.1928], [2.1167, 0.7497, -0.4618], [0.5703, 2.2638, 0.0570], [0.4145, -1.4276, -0.3924], [-0.9349, -2.2531, 0.6394]],
  "homo_ev": -9.479,
  "smiles": "C=C=O.C#N",
  "mol_weight_g_mol": 69.06
}


[2]
{
  "formula": "C3H3NO",
  "method": "ωB97M-V with the def2-TZVPD basis set",
  "symbols": ["O", "C", "C", "C", "N", "H", "H", "H"],
  "positions_angstrom": [[0.5054, -1.2054, 0.0477], [1.2166, -0.0132, -0.0862], [0.4651, 1.1249, -0.0121], [-0.7991, 0.4941, 0.2194], [-0.7554, -0.9339, 0.2849], [2.2683, -0.2192, -0.2453], [-1.1592, -0.1748, -0.7620], [-1.7417, 0.9276, 0.5536]],
  "homo_ev": -8.779,
  "mol_weight_g_mol": 69.06
}


[3]
{
  "formula": "C3H3NO",
  "method": "ωB97M-V with the def2-TZVPD basis set",
  "symbols": ["C", "C", "C", "N", "O", "H", "H", "H"],
  "positions_angstrom": [[-1.3418, -0.4744, 0.3945], [1.5466, 0.4153, 0.0804], [-0.6105, -0.2625, -0.7818], [-1.5186, 0.7415, 0.1093], [2.5094, -0.2460, -0.0008], [-1.3095, -1.0630, 1.2917], [1.3902, 1.3193, 0.6926], [-0.6657, -0.4302, -1.7859]],
  "homo_ev": [-8.021, -8.016],
  "mol_weight_g_mol": 69.06
}


[4]
{
  "formula": "C3H3NO",
  "method": "ωB97M-V with the def2-TZVPD basis set",
  "symbols": ["C", "C", "C", "N", "O", "H", "H", "H"],
  "positions_angstrom": [[0.0990, -1.0236, 0.2895], [0.1435, 0.9992, 0.3449], [-0.1085, -0.0449, -0.8111], [-0.8944, -0.0308, 0.8328], [-1.5057, -0.0339, -0.5154], [0.9306, -1.1303, 0.8959], [1.1517, 1.3633, 0.8987], [0.1837, -0.0991, -1.9354]],
  "homo_ev": -9.522,
  "mol_weight_g_mol": 69.06
}


[5]
{
  "formula": "C3H3NO",
  "method": "ωB97M-V with the def2-TZVPD basis set",
  "symbols": ["C", "C", "C", "H", "H", "H", "N", "O"],
  "positions_angstrom": [[-0.1089, 0.3780, -0.1584], [0.1784, -0.5644, 0.8418], [0.0290, -1.6040, 1.5390], [0.3492, -0.9696, -2.0450], [0.0248, 0.6449, -2.0586], [0.3350, -2.3748, 2.1125], [0.3324, 0.0339, -1.4274], [-0.4533, 1.6506, -0.1690]],
  "homo_ev": -10.189,
  "smiles": "C#CC(N)=O",
  "mol_weight_g_mol": 69.06
}


[6]
{
  "formula": "C3H3NO",
  "method": "ωB97M-V with the def2-TZVPD basis set",
  "symbols": ["C", "C", "C", "N", "O", "H", "H", "H"],
  "positions_angstrom": [[-2.0408, -0.5562, 0.1508], [1.1719, 0.2466, 0.1554], [2.1340, 0.4414, -0.5554], [-2.4335, -0.1151, 1.1788], [-1.5316, -0.8545, -0.8411], [0.1447, -0.0558, 0.3797], [-3.1667, -0.3574, 1.8775], [3.0006, 0.6937, -0.9391]],
  "homo_ev": -10.482,
  "smiles": "N=C=O.C#C",
  "mol_weight_g_mol": 69.06
}


[7]
{
  "formula": "C3H3NO2",
  "method": "ωB97M-V with the def2-TZVPD basis set",
  "symbols": ["C", "O", "C", "O", "C", "N", "H", "H", "H"],
  "positions_angstrom": [[-1.3074, -0.2321, 0.1659], [-0.2889, -0.1760, -0.8456], [0.8132, 0.5347, -0.5575], [0.9969, 1.6749, -0.8673], [1.8477, -0.2417, 0.1587], [2.6607, -0.8266, 0.7369], [-1.1948, -1.1389, 0.7671], [-1.2669, 0.6553, 0.8045], [-2.2605, -0.2497, -0.3627]],
  "homo_ev": -11.708,
  "smiles": "COC(=O)C#N",
  "mol_weight_g_mol": 85.06
}


[8]
{
  "formula": "C3H3NO2",
  "method": "ωB97M-V with the def2-TZVPD basis set",
  "symbols": ["C", "C", "C", "N", "O", "O", "H", "H", "H"],
  "positions_angstrom": [[2.0672, -0.2822, 0.2278], [-0.0063, 1.3513, 0.0442], [-1.0619, -0.8487, -0.1917], [-0.3463, 0.2454, 0.2543], [2.7769, 0.5643, 0.5098], [0.4550, 2.4107, 0.0850], [-0.4824, -1.7652, -0.2563], [-1.8948, -1.1162, 0.5264], [-1.5074, -0.5595, -1.1995]],
  "homo_ev": -10.364,
  "mol_weight_g_mol": 85.06
}


| no. | F_max (eV/Å) | E (eV) |
| --- | --- | --- |
| 1 | 1.18 | -6695.2943 |
| 2 | 0.47 | -6690.8225 |
| 3 | 5.82 | -6691.0265 |
| 4 | 4.81 | -6688.6566 |
| 5 | 7.75 | -6693.4375 |
| 6 | 5.31 | -6694.3744 |
| 7 | 1.16 | -8743.2506 |
| 8 | 3.03 | -8743.6333 |